No. 1
Formula: C12H35LiN3O4
Source: OMol25
Level of theory: the ωB97M-V functional and the def2-TZVPD basis

Summary:
- 2S+1 = 1
- orbital gap (eV) = 9.670
- HOMO level (eV) = -12.307
- largest force on an atom (eV Å⁻¹) = 1.49
- charge = +1

XYZ file:
```
55
Properties=species:S:1:pos:R:3:forces:R:3
Li -0.1812 1.3143 0.2998 -1.258 -0.240 -0.129
O -0.2864 3.2441 0.1385 0.300 0.185 0.088
H 0.4355 3.8809 0.1443 0.034 0.054 0.010
H -1.0875 3.7684 0.2310 -0.106 -0.063 0.001
C -1.7580 2.2185 3.4290 -0.228 0.011 0.471
C -1.1064 0.8805 3.1633 0.394 0.066 -0.516
C -1.4112 -0.1286 4.2498 -0.015 -0.497 -0.363
O -0.7610 -1.3298 3.8696 0.049 0.037 0.042
C -1.1159 -2.4300 4.6818 0.357 -0.337 0.272
N -1.4739 0.3570 1.8150 0.427 0.443 0.640
H -2.8422 2.1443 3.3063 0.019 0.045 -0.041
H -1.3869 3.0271 2.8033 0.059 -0.118 -0.174
H -1.5767 2.5097 4.4671 -0.027 0.039 -0.065
H -0.0130 0.9930 3.1514 -0.081 0.070 0.015
H -2.4971 -0.3054 4.2963 0.037 0.129 0.211
H -1.0223 0.1966 5.2192 -0.204 0.125 0.072
H -2.0937 -2.8393 4.4155 -0.086 0.137 0.054
H -1.0859 -2.1723 5.7462 -0.183 0.108 -0.065
H -0.3664 -3.2110 4.5471 -0.054 0.074 -0.203
H -1.0602 -0.5723 1.7904 -0.240 -0.122 -0.160
H -2.4824 0.2265 1.8173 0.003 -0.033 -0.238
C -3.2584 -0.5549 -2.4501 -0.116 0.232 -0.418
C -1.8471 -0.3001 -1.9781 0.064 0.275 0.645
C -0.8375 -0.5685 -3.0679 0.083 0.302 -0.472
O -1.0091 -1.8647 -3.5608 0.049 -0.173 0.345
C -0.1140 -2.1595 -4.5966 0.405 0.143 -0.711
N -1.6241 1.0935 -1.4991 0.249 0.672 -0.601
H -4.0132 -0.2769 -1.7148 0.078 -0.109 0.178
H -3.3787 -1.5989 -2.7302 -0.084 -0.003 0.059
H -3.4468 0.0546 -3.3422 -0.023 -0.094 0.014
H -1.6023 -0.9468 -1.1280 -0.156 -0.129 -0.079
H 0.1874 -0.4100 -2.6976 -0.006 -0.094 0.003
H -0.9941 0.1614 -3.8877 -0.020 -0.053 0.115
H -0.3259 -1.5741 -5.5059 -0.150 -0.050 0.168
H -0.1964 -3.2132 -4.8468 -0.064 -0.042 0.103
H 0.9282 -1.9305 -4.3348 -0.108 -0.104 0.221
H -2.4976 1.6186 -1.4560 -0.192 -0.518 0.438
H -1.1874 1.6236 -2.2605 0.281 -0.288 0.148
C 3.0275 1.5257 0.8404 0.007 0.407 -0.065
C 2.3889 0.8033 -0.3431 -0.063 -0.547 1.390
C 3.4139 -0.1010 -0.9792 -0.135 -0.013 -0.888
O 2.7771 -0.7750 -2.0534 0.112 0.114 0.075
C 3.6382 -1.6811 -2.7235 -0.274 -0.149 -0.310
N 1.2307 -0.0211 0.1814 1.209 0.075 -0.456
H 3.9024 2.1007 0.5323 -0.036 -0.030 -0.085
H 3.3635 0.8315 1.6128 -0.077 -0.096 -0.042
H 2.3378 2.2371 1.3041 -0.036 -0.104 0.027
H 1.9993 1.5405 -1.0453 0.041 -0.143 -0.302
H 3.7936 -0.8374 -0.2605 0.037 0.110 0.166
H 4.2523 0.4970 -1.3594 0.048 -0.086 0.063
H 3.1613 -1.9518 -3.6662 -0.026 0.073 0.077
H 3.7690 -2.6040 -2.1520 0.194 0.103 0.131
H 4.5987 -1.2190 -2.9614 0.069 -0.029 0.140
H 1.1476 -0.7985 -0.4757 -0.360 0.140 -0.082
H 1.5878 -0.4729 1.0236 -0.198 0.098 0.081
```
Positions in Å, forces in eV/Å.

How is the electron density shared among the atoms? According to natural (NBO), the charges in e are: 0.865, -0.973, 0.500, 0.505, -0.619, -0.072, -0.074, -0.562, -0.253, -0.877, 0.211, 0.211, 0.228, 0.184, 0.168, 0.186, 0.176, 0.176, 0.199, 0.387, 0.366, -0.625, -0.067, -0.067, -0.532, -0.247, -0.873, 0.210, 0.244, 0.207, 0.180, 0.174, 0.156, 0.170, 0.204, 0.160, 0.371, 0.361, -0.625, -0.078, -0.075, -0.561, -0.252, -0.907, 0.234, 0.218, 0.206, 0.195, 0.175, 0.186, 0.198, 0.179, 0.180, 0.396, 0.373

No. 2
Formula: C12H35NO5
Source: OMol25
Level of theory: the ωB97M-V functional and the def2-TZVPD basis

Summary:
- 2S+1 = 1
- orbital gap (eV) = 9.566
- HOMO level (eV) = -8.874
- SMILES = COC[C@H](C)N.CCO.CCO.CCO.CCO
- largest force on an atom (eV Å⁻¹) = 4.77

XYZ file:
```
53
Properties=species:S:1:pos:R:3:forces:R:3
C -0.6960 -4.7014 -0.5321 -0.855 0.563 0.782
C -0.3343 -3.2594 -0.1229 -0.160 -2.939 -1.225
O 1.0686 -3.2152 0.0451 0.358 -0.275 0.862
H -1.7854 -4.7299 -0.5083 -0.166 -0.428 -0.251
H -0.3458 -5.3756 0.2495 -0.025 -0.139 0.060
H -0.3279 -5.0882 -1.4823 0.108 0.517 -0.032
H -0.9497 -2.9535 0.7231 0.558 -0.199 0.357
H -0.5508 -2.5299 -0.9034 -0.598 -1.602 0.063
H 1.2817 -3.7595 0.8067 0.191 -0.119 0.038
C -2.7766 -1.5737 -0.0611 -1.153 1.197 -1.344
C -2.1924 -0.1686 0.1077 -2.620 -0.876 1.692
O -1.9493 0.6048 -1.0490 -0.704 -0.943 -0.818
H -3.8098 -1.5871 -0.4081 -0.242 0.340 0.042
H -2.7916 -2.1016 0.8924 0.410 -0.096 -0.199
H -2.2497 -2.0407 -0.8932 -0.047 -0.441 0.473
H -1.2137 -0.3490 0.5522 -3.308 -0.029 0.577
H -2.8062 0.4843 0.7282 -0.215 -0.551 0.395
H -1.7301 1.4126 -0.5788 -0.016 0.926 -0.645
C -1.5587 4.2466 -1.2911 -0.348 0.466 0.150
C -2.3027 3.9465 -0.0109 1.086 -0.658 1.335
O -2.8680 2.6429 -0.0762 -0.697 1.252 0.108
H -1.1374 5.2487 -1.2110 0.062 0.008 -0.362
H -2.2569 4.1816 -2.1256 -0.060 0.355 -0.179
H -0.7723 3.5281 -1.5223 0.077 -0.023 0.379
H -2.9994 4.6909 0.3745 -0.452 0.201 -0.787
H -1.6277 3.8608 0.8406 0.492 0.094 -0.089
H -3.3254 2.6560 -0.9201 -0.380 -0.629 -0.134
C -0.5029 0.9340 1.9291 -0.037 1.204 0.221
C -0.0238 -0.1592 2.8026 0.872 -0.505 0.408
O 0.1421 0.3734 4.0861 0.117 -0.234 1.319
H 0.0257 1.8654 2.1320 0.649 -0.083 -0.081
H -1.4911 1.1521 2.3342 -0.383 0.077 -0.847
H -0.4077 0.6652 0.8770 0.191 1.709 1.143
H 0.8907 -0.6385 2.4530 0.402 0.168 -0.102
H -0.7198 -0.9909 2.9121 -0.385 0.097 -0.098
H 0.6842 1.1628 4.0189 0.060 0.017 -0.012
C 3.2699 1.0322 -2.1617 -2.239 0.695 -0.911
C 3.5560 0.7640 -0.7113 -0.591 -0.103 -0.831
C 2.5961 -0.2907 -0.1260 0.400 0.197 -1.500
O 1.2907 0.1629 -0.4064 -1.362 0.112 0.346
C 0.1837 -0.7966 -0.3309 4.571 -0.593 -1.229
N 4.9503 0.4021 -0.6813 1.126 -0.460 1.192
H 3.8298 1.8717 -2.5737 0.270 -0.044 0.159
H 2.2173 1.2905 -2.2772 -0.154 0.400 0.028
H 3.3295 0.1937 -2.8556 0.651 -0.434 0.341
H 3.3164 1.6580 -0.1356 0.503 0.375 0.041
H 2.8149 -0.4100 0.9351 -0.166 -0.365 0.132
H 2.7728 -1.1771 -0.7352 0.072 -0.675 0.482
H -0.7281 -0.4146 -0.7901 2.555 -0.031 -1.056
H 0.0137 -1.1199 0.6961 0.675 0.024 -0.069
H 0.4964 -1.7450 -0.7677 1.083 2.473 -0.654
H 5.4126 0.7414 -1.5127 0.010 0.262 0.087
H 5.0885 -0.5970 -0.7342 -0.187 -0.256 0.245
```
Positions in Å, forces in eV/Å.

How is the electron density shared among the atoms? According to natural (NBO), the charges in e are: -0.629, -0.088, -0.738, 0.206, 0.195, 0.217, 0.171, 0.196, 0.475, -0.641, -0.160, -0.743, 0.212, 0.212, 0.204, 0.208, 0.187, 0.495, -0.642, -0.075, -0.718, 0.221, 0.200, 0.223, 0.172, 0.176, 0.473, -0.637, -0.067, -0.715, 0.196, 0.215, 0.226, 0.155, 0.170, 0.461, -0.633, -0.068, -0.051, -0.573, -0.319, -0.831, 0.202, 0.225, 0.203, 0.174, 0.170, 0.166, 0.256, 0.154, 0.205, 0.356, 0.351

No. 3
Formula: C12H36ClO10
Source: OMol25
Level of theory: the ωB97M-V functional and the def2-TZVPD basis

Summary:
- 2S+1 = 1
- orbital gap (eV) = 8.370
- HOMO level (eV) = -5.886
- largest force on an atom (eV Å⁻¹) = 3.83
- charge = -1

XYZ file:
```
59
Properties=species:S:1:pos:R:3:forces:R:3
Cl 0.9741 -1.5369 -0.6195 -1.255 -1.480 0.335
O 2.3087 -2.0221 -0.5398 1.306 -1.196 0.561
O 0.3167 -2.1598 -1.7534 -0.130 0.221 0.131
O 0.2032 -1.8635 0.5986 0.947 0.598 -1.103
O 1.0963 -0.1397 -0.8206 -0.809 1.916 0.014
C -5.2971 1.5282 -1.7257 0.494 -0.021 -0.552
C -4.4995 1.0913 -0.4990 -0.811 -0.034 -0.652
O -4.0890 2.2154 0.2684 -0.172 -0.425 -0.358
H -5.4888 0.6812 -2.3843 -0.348 -0.253 0.203
H -4.6634 2.1496 -2.3585 0.067 0.407 0.045
H -6.2166 2.0758 -1.5188 0.033 -0.129 0.189
H -3.6254 0.5537 -0.8663 0.058 -0.314 0.255
H -5.1440 0.4249 0.0743 0.364 0.113 0.463
H -3.5327 2.6449 -0.3856 0.342 0.645 0.411
C 1.1304 3.8504 4.4306 0.015 0.299 -0.472
C 0.1911 2.9542 3.6339 -0.101 -0.220 1.656
O -1.1230 2.8654 4.3188 1.501 0.351 -1.304
H 2.0404 3.9663 3.8420 0.225 0.018 0.105
H 1.4018 3.4251 5.3968 -0.077 -0.032 0.053
H 0.7150 4.8476 4.5767 -0.099 -0.009 0.060
H 0.6437 1.9636 3.6790 -0.156 -0.211 -0.511
H 0.1795 3.2961 2.5990 -0.902 -0.123 0.159
H -0.8386 2.5433 5.1772 -0.401 -0.088 0.249
C 5.5966 -0.1941 -4.0003 0.762 0.110 0.490
C 4.5155 -0.4826 -5.0086 -0.101 -0.308 1.100
O 3.9894 -1.7806 -4.6986 0.076 0.401 -0.996
H 5.9849 0.8223 -4.0654 0.240 -0.005 -0.251
H 6.3827 -0.9416 -4.1076 0.314 0.223 -0.327
H 5.3241 -0.3244 -2.9530 -0.728 0.080 -0.035
H 4.9497 -0.4537 -6.0079 -0.204 -0.451 -0.082
H 3.7392 0.2814 -4.9664 -0.222 0.021 -0.036
H 3.6221 -1.7167 -3.8140 -0.210 -0.099 0.208
C -2.1969 -1.5016 -6.7256 0.805 0.099 -0.325
C -2.9698 -2.8217 -6.6352 2.582 1.469 2.419
O -4.0393 -2.7975 -7.4387 -2.518 -0.618 -2.286
H -1.2510 -1.4979 -6.1839 -0.079 -0.244 0.270
H -2.7453 -0.6287 -6.3714 -0.355 -0.130 0.144
H -1.9154 -1.2871 -7.7565 -0.127 -0.103 -0.231
H -3.2655 -2.9167 -5.5904 -0.022 -0.342 0.340
H -2.2870 -3.6447 -6.8458 -0.300 -0.142 -0.372
H -4.5029 -1.9618 -7.3475 0.027 0.008 0.060
C -4.0915 -2.2827 5.5007 -0.442 -0.023 0.114
C -3.8636 -1.4244 4.2801 0.621 0.386 0.364
O -4.7689 -0.2847 4.2531 0.732 -1.483 0.028
H -3.8961 -1.6580 6.3723 -0.106 -0.208 0.177
H -3.4454 -3.1603 5.5200 0.154 0.086 -0.060
H -5.1175 -2.6494 5.5344 -0.168 -0.019 0.151
H -3.9433 -2.0042 3.3605 0.019 0.093 -0.131
H -2.8344 -1.0876 4.4044 -0.112 0.509 -0.609
H -5.5824 -0.7913 4.1972 -0.705 0.662 -0.045
C 5.2235 -0.4322 3.8594 1.001 0.999 -0.313
C 5.8731 0.8577 3.2255 -1.703 -1.327 -0.266
O 7.1436 1.1463 3.7300 0.697 0.091 0.842
H 5.9112 -1.2695 3.7403 0.050 -0.006 0.262
H 4.2774 -0.7458 3.4180 0.067 0.426 -0.348
H 5.0241 -0.2164 4.9090 0.209 -0.236 0.110
H 5.1994 1.6843 3.4514 -0.180 0.152 -0.243
H 5.9979 0.7458 2.1485 -0.562 -0.110 -0.201
H 7.2794 2.0653 3.4877 0.399 0.004 0.139
```
Positions in Å, forces in eV/Å.

How is the electron density shared among the atoms? According to natural (NBO), the charges in e are: 2.552, -0.897, -0.889, -0.877, -0.887, -0.633, -0.070, -0.697, 0.207, 0.190, 0.203, 0.174, 0.172, 0.455, -0.633, -0.071, -0.711, 0.208, 0.192, 0.205, 0.169, 0.191, 0.450, -0.637, -0.062, -0.726, 0.197, 0.204, 0.217, 0.165, 0.159, 0.481, -0.644, -0.051, -0.710, 0.230, 0.193, 0.197, 0.147, 0.174, 0.464, -0.630, -0.076, -0.698, 0.208, 0.214, 0.185, 0.166, 0.185, 0.447, -0.631, -0.056, -0.723, 0.208, 0.233, 0.198, 0.148, 0.159, 0.463

No. 4
Formula: C12H36ClO6S
Source: OMol25
Level of theory: the ωB97M-V functional and the def2-TZVPD basis

Summary:
- 2S+1 = 1
- orbital gap (eV) = 7.742
- HOMO level (eV) = -4.878
- largest force on an atom (eV Å⁻¹) = 7.83
- charge = -1

XYZ file:
```
56
Properties=species:S:1:pos:R:3:forces:R:3
Cl 0.3078 -0.2052 0.7240 -1.533 0.747 -1.948
C 1.6854 1.4245 5.0919 -0.439 -1.071 -2.355
C 0.9391 1.3891 3.7169 3.023 -0.340 2.068
O 1.1542 0.1210 3.1623 0.824 1.130 2.642
H 1.2976 0.7036 5.7462 -0.850 -1.254 0.857
H 1.5940 2.3266 5.5684 -0.243 2.556 1.084
H 2.7263 1.1865 5.0119 0.688 -0.038 -0.510
H 1.2363 2.2555 3.1517 1.260 0.174 -1.046
H -0.0441 1.6751 3.8281 -2.928 -0.257 0.796
H 0.6184 0.1564 2.3924 -0.606 -0.626 -1.265
C 0.8785 0.3392 -4.2818 -6.421 2.515 -1.765
C 0.5278 -0.5690 -3.2207 2.621 -2.595 1.459
O 1.5019 -0.3331 -2.1742 0.582 -0.796 -0.007
H 0.5435 -0.0344 -5.2092 -0.706 -1.089 -1.436
H 1.7974 0.6169 -4.5692 3.671 1.337 0.320
H 0.0120 1.2245 -4.2325 2.975 -1.311 0.043
H 0.3479 -1.7102 -3.5856 0.839 2.618 0.896
H -0.3054 -0.2414 -2.7586 -3.480 0.420 0.859
H 1.1338 -0.0931 -1.2834 -0.317 -0.662 -1.019
C -3.6826 -2.9221 -1.8349 -2.930 -0.480 7.250
C -2.4276 -2.7024 -0.9895 -2.832 1.597 -0.847
O -2.0762 -1.3766 -1.1877 1.425 0.849 0.904
H -4.0601 -3.9597 -1.5534 0.353 1.005 -0.871
H -3.6415 -2.7621 -2.8371 0.265 0.691 -2.713
H -4.4902 -2.2071 -1.1903 1.794 -1.631 -2.513
H -1.7594 -3.4298 -1.1697 3.326 -2.204 -2.047
H -2.5216 -2.9536 0.0372 -1.385 0.302 1.470
H -1.5425 -1.0633 -0.4103 -0.244 -0.060 -0.894
C -3.6850 3.2193 2.1225 -1.040 0.736 -0.437
C -2.3338 2.7046 1.5780 -0.030 0.569 0.014
O -2.5877 1.3470 1.2668 0.525 0.199 -0.047
H -4.0001 2.6868 3.0864 0.571 0.476 -1.539
H -4.3410 2.9116 1.2485 0.071 0.412 1.409
H -3.8766 4.3480 2.3174 0.867 -1.779 -0.502
H -1.5181 2.7624 2.3063 -0.068 0.160 0.149
H -1.9311 3.1628 0.6208 -0.851 0.297 1.092
H -1.7189 1.1160 0.9095 0.025 -1.158 -0.100
C 2.2393 2.7548 -1.4884 -1.828 3.695 5.658
C 3.0698 2.7766 -0.1066 -1.760 -0.653 -4.080
O 3.1645 1.4946 0.4153 -1.497 -1.075 1.147
H 1.2376 2.6410 -1.0285 -0.157 0.001 -0.711
H 2.3697 1.9510 -2.0327 1.228 -3.794 -3.014
H 2.2133 3.7228 -1.9739 0.353 0.065 -0.351
H 2.7651 3.7271 0.3214 -0.644 -0.484 1.714
H 4.0144 2.9504 -0.4353 3.259 0.828 -0.605
H 2.3533 0.8996 0.3044 1.076 1.537 0.412
C 0.3170 -3.5752 0.6479 1.959 -2.623 0.258
S 1.6090 -2.6668 -0.1569 2.033 0.334 -0.491
O 2.9330 -3.1994 0.3436 -0.866 -0.346 -0.509
C 1.3893 -3.2231 -1.8903 4.185 -4.379 3.612
H 0.3923 -4.6888 0.3248 -0.196 1.728 0.924
H -0.5585 -3.1498 0.3113 -1.866 0.732 -0.500
H 0.4340 -3.3755 1.7316 0.011 -0.381 -0.646
H 2.2425 -2.9434 -2.4417 1.187 0.832 -0.295
H 0.6120 -2.8673 -2.3419 -4.837 1.882 -2.055
H 1.4441 -4.3428 -1.9037 -0.442 0.664 0.083
```
Positions in Å, forces in eV/Å.

How is the electron density shared among the atoms? According to natural (NBO), the charges in e are: -0.797, -0.612, -0.056, -0.736, 0.193, 0.183, 0.204, 0.139, 0.139, 0.460, -0.609, -0.062, -0.798, 0.194, 0.218, 0.185, 0.130, 0.196, 0.510, -0.597, -0.066, -0.751, 0.190, 0.203, 0.199, 0.140, 0.154, 0.507, -0.643, -0.073, -0.743, 0.214, 0.217, 0.200, 0.157, 0.158, 0.494, -0.629, -0.041, -0.735, 0.191, 0.214, 0.186, 0.140, 0.148, 0.503, -0.833, 1.284, -0.998, -0.795, 0.211, 0.216, 0.257, 0.240, 0.203, 0.195